No. 1
A cluster of 2 separate species, C2H4N2OS2 in total. Source: OMol25; level of theory: ωB97M-V/def2-TZVPD.

```
11
Properties=species:S:1:pos:R:3:lowdin_charge:R:1
C 0.97 0.60 0.57 -0.646
C -2.12 0.32 0.80 -0.348
H 2.41 -2.41 0.31 0.098
H 1.77 1.21 1.14 0.092
H -2.44 0.61 1.77 0.039
H -1.00 -0.80 -1.00 -0.026
N 1.05 -0.46 -0.16 -0.619
N -2.60 -0.63 0.14 -0.005
O -1.86 -1.04 -0.98 -0.027
S 2.56 -0.76 -0.75 0.605
S -0.57 1.50 0.60 0.839
```

Summary:
Kohn-Sham gap in eV: 7.7
2S+1: 1
Lowest unoccupied orbital energy in eV: -1.36
ΔE to the lowest compared entry with this formula, charge and spin in eV: 6.650
Max |F| in Eh/bohr: 0.12381


No. 2
An isolated molecule of C2H4N2S. Source: OMol25; level of theory: ωB97M-V/def2-TZVPD.

```
9
Properties=species:S:1:pos:R:3:lowdin_charge:R:1
C -1.28 -0.40 0.00 -0.324
C 0.78 0.83 -0.03 -0.731
H -2.98 0.38 0.15 0.048
H -0.60 -1.22 -0.05 0.052
H -1.04 1.75 0.09 0.173
H 1.15 1.88 -0.08 0.078
N -2.52 -0.52 -0.02 0.104
N -0.58 0.80 0.00 -0.054
S 1.76 -0.46 0.01 0.654
```

Summary:
Kohn-Sham gap in eV: 8.9
2S+1: 1
SMILES string: [H]/N=C\NC=S
Lowest unoccupied orbital energy in eV: 0.06
ΔE to the lowest compared entry with this formula, charge and spin in eV: 0.350
Max |F| in Eh/bohr: 0.03960


No. 3
A cluster of 2 separate species, C2H4N2S in total. Source: OMol25; level of theory: ωB97M-V/def2-TZVPD.

```
9
Properties=species:S:1:pos:R:3:lowdin_charge:R:1
C -1.48 1.03 0.14 -0.222
C -1.22 -0.29 0.47 -0.324
N -1.65 2.16 -0.07 0.180
N -1.39 -1.31 -0.23 0.107
S 2.48 0.53 -0.31 0.446
H -0.98 -0.52 1.58 0.141
H -1.58 -1.02 -1.27 0.116
H 2.07 -0.70 0.09 -0.220
H 3.75 0.11 -0.40 -0.225
```

Summary:
Kohn-Sham gap in eV: 9.7
2S+1: 1
SMILES string: [H]/N=C\C#N.S
Lowest unoccupied orbital energy in eV: -0.28
ΔE to the lowest compared entry with this formula, charge and spin in eV: 1.345
Max |F| in Eh/bohr: 0.07945


No. 4
An isolated molecule of C2H4N2S2. Source: OMol25; level of theory: ωB97M-V/def2-TZVPD.

```
10
Properties=species:S:1:pos:R:3:lowdin_charge:R:1
C 0.83 1.17 -0.71 -0.349
C -0.25 1.60 -0.04 -0.380
N 0.77 -0.11 -1.16 -0.413
N 0.14 -1.98 0.68 -0.292
S -1.74 0.35 0.04 0.521
S -0.32 -1.10 -0.71 0.655
H 1.60 1.77 -1.17 0.104
H -0.68 2.37 0.60 0.026
H -0.56 -2.71 0.85 0.029
H 0.23 -1.38 1.61 0.099
```

Summary:
Kohn-Sham gap in eV: 8.3
2S+1: 1
Lowest unoccupied orbital energy in eV: 0.23
ΔE to the lowest compared entry with this formula, charge and spin in eV: 3.273
Max |F| in Eh/bohr: 0.05854


No. 5
An isolated molecule of C2H4N2S2. Source: OMol25; level of theory: ωB97M-V/def2-TZVPD.

```
10
Properties=species:S:1:pos:R:3:lowdin_charge:R:1
C -0.37 -0.51 -0.24 -0.640
C 0.84 0.26 0.01 -1.242
H -1.32 0.99 0.78 0.022
H -2.55 -0.11 0.33 0.168
H 0.60 -2.24 -0.24 0.079
H 1.92 1.80 -0.13 -0.087
N -1.52 0.25 0.12 -0.001
N -0.45 -1.79 -0.38 0.091
S 0.56 1.82 -0.26 0.911
S 2.29 -0.48 0.02 0.699
```

Summary:
Kohn-Sham gap in eV: 8.0
2S+1: 1
SMILES string: [H]/N=C(/N)C(=S)S
Lowest unoccupied orbital energy in eV: -1.15
ΔE to the lowest compared entry with this formula, charge and spin in eV: 2.889
Max |F| in Eh/bohr: 0.10496


No. 6
A structure of composition C2H4N2S2. Source: OMol25; level of theory: ωB97M-V/def2-TZVPD.

```
10
Properties=species:S:1:pos:R:3:lowdin_charge:R:1
C 1.49 -0.02 0.47 -0.367
C -2.07 0.31 0.17 -1.065
H 1.81 -1.41 -0.90 0.104
H 1.82 0.97 1.32 0.194
H 0.02 -0.48 -1.02 0.088
H -3.07 0.87 0.29 0.045
N 2.31 -0.91 0.00 0.013
N 0.37 0.37 -0.36 -0.580
S -0.73 1.49 -0.05 0.836
S -1.95 -1.20 0.07 0.732
```

Summary:
Kohn-Sham gap in eV: 8.7
2S+1: 1
Lowest unoccupied orbital energy in eV: -0.28
ΔE to the lowest compared entry with this formula, charge and spin in eV: 3.778
Max |F| in Eh/bohr: 0.13234


No. 7
An isolated molecule of C2H4N2S3. Source: OMol25; level of theory: ωB97M-V/def2-TZVPD.

```
11
Properties=species:S:1:pos:R:3:lowdin_charge:R:1
C 0.62 -0.10 0.71 -0.812
C -1.78 -0.88 -0.42 -1.089
H 0.65 2.57 -0.73 -0.145
H 2.06 0.19 -0.66 0.087
H 1.06 -0.75 2.39 0.025
H -1.01 -1.11 -1.16 0.011
N 1.04 0.26 -0.58 -0.441
N 1.50 -0.38 1.57 0.098
S 0.36 1.53 -1.50 0.752
S -1.14 -0.15 1.03 0.896
S -3.35 -1.18 -0.66 0.618
```

Summary:
Kohn-Sham gap in eV: 8.5
2S+1: 1
SMILES string: [H]/N=C(/NS)SC=S
Lowest unoccupied orbital energy in eV: -0.50
ΔE to the lowest compared entry with this formula, charge and spin in eV: 0.886
Max |F| in Eh/bohr: 0.02081


No. 8
An isolated molecule of C2H4N2S3. Source: OMol25; level of theory: ωB97M-V/def2-TZVPD.

```
11
Properties=species:S:1:pos:R:3:lowdin_charge:R:1
C 0.15 0.11 0.16 -0.774
C 0.88 1.41 0.13 -0.598
N 0.69 -1.04 0.13 -0.431
N -2.15 -1.22 -0.19 -0.393
S 2.56 1.02 -0.13 0.551
S 2.34 -1.13 0.14 0.569
S -1.62 0.29 0.10 0.892
H 0.72 2.07 -0.66 0.050
H 0.81 1.94 1.00 0.035
H -2.35 -2.03 0.46 0.095
H -2.05 -1.42 -1.14 0.004
```

Summary:
Kohn-Sham gap in eV: 8.3
2S+1: 1
SMILES string: NSC1=NSSC1
Lowest unoccupied orbital energy in eV: 0.37
ΔE to the lowest compared entry with this formula, charge and spin in eV: 1.079
Max |F| in Eh/bohr: 0.06347


No. 9
A cluster of 2 separate species, C2H4N3 in total. Source: OMol25; level of theory: ωB97M-V/def2-TZVPD.

```
9
Properties=species:S:1:pos:R:3:lowdin_charge:R:1
C -0.80 0.64 1.80 -0.051
C 0.11 0.02 -0.21 -0.159
N -1.00 1.12 2.79 0.090
N -0.43 0.49 -1.27 0.225
N 0.98 -0.88 0.00 0.230
H -1.26 1.05 -1.19 0.155
H 0.09 0.19 -2.14 0.199
H 0.92 -1.29 0.97 0.184
H 1.38 -1.33 -0.75 0.127
```

Summary:
Kohn-Sham gap in eV: 9.5
2S+1: 1
Lowest unoccupied orbital energy in eV: -7.46
Charge: +1
ΔE to the lowest compared entry with this formula, charge and spin in eV: 4.195
Max |F| in Eh/bohr: 0.18810


No. 10
An isolated molecule of C2H4N4. Source: OMol25; level of theory: ωB97M-V/def2-TZVPD.

```
10
Properties=species:S:1:pos:R:3:lowdin_charge:R:1
C -0.11 0.44 0.81 -0.164
C 0.00 -0.68 -0.02 0.001
N -0.30 -2.81 -1.04 0.017
N -0.21 -1.81 -0.35 -0.141
N 0.32 1.60 0.35 -0.213
N 0.64 1.65 -0.84 0.020
H -0.70 0.30 1.76 0.134
H -0.73 -3.70 -0.61 0.090
H 0.21 2.40 1.04 0.198
H 0.87 2.61 -1.11 0.058
```

Summary:
Kohn-Sham gap (alpha / beta) in eV: 7.3 / 7.4
2S+1: 1
Lowest unoccupied orbital energy (alpha / beta) in eV: 0.50 / 0.50
ΔE to the lowest compared entry with this formula, charge and spin in eV: 6.022
Max |F| in Eh/bohr: 0.10669


No. 11
An isolated molecule of C2H4N4. Source: OMol25; level of theory: ωB97M-V/def2-TZVPD.

```
10
Properties=species:S:1:pos:R:3:lowdin_charge:R:1
C -1.41 0.01 0.12 -0.009
N 0.03 -0.20 -0.03 -0.212
N 1.06 0.55 0.48 0.014
C 2.20 0.28 -0.20 -0.161
N 1.77 -0.58 -1.20 -0.051
N 0.50 -0.82 -1.08 0.026
H -1.69 -0.03 1.17 0.085
H -1.89 -0.81 -0.41 0.090
H -1.73 0.96 -0.32 0.091
H 1.16 0.65 1.48 0.128
```

Summary:
Kohn-Sham gap in eV: 9.5
2S+1: 1
Lowest unoccupied orbital energy in eV: 0.40
ΔE to the lowest compared entry with this formula, charge and spin in eV: 3.958
Max |F| in Eh/bohr: 0.01447


No. 12
An isolated molecule of C2H4N4. Source: OMol25; level of theory: ωB97M-V/def2-TZVPD.

```
10
Properties=species:S:1:pos:R:3:lowdin_charge:R:1
N 0.00 -1.10 1.14 0.196
C 0.01 -0.10 0.07 -0.497
N -0.41 1.15 0.20 0.069
N -0.16 1.55 -1.04 -0.133
N 0.36 0.65 -1.87 -0.026
C 0.50 -0.51 -1.17 -0.190
H -0.93 -1.37 1.48 0.159
H 0.60 -0.90 1.94 0.159
H -0.36 2.50 -1.33 0.137
H 0.40 -1.88 0.58 0.126
```

Summary:
Kohn-Sham gap in eV: 7.6
2S+1: 1
Lowest unoccupied orbital energy in eV: -0.01
ΔE to the lowest compared entry with this formula, charge and spin in eV: 4.134
Max |F| in Eh/bohr: 0.00955


Question: Which value of 2S+1 does entry 11 give?
Answer: 1